# 1
Below is a structure of composition C30H50Cl6F12N4O12 in a non-equilibrium geometry, with properties calculated with ωB97M-V/def2-TZVPD.

Structure (XYZ):
```
114
Properties=species:S:1:pos:R:3:forces:R:3:mulliken_charge:R:1
Cl 16.8537 -14.9812 -21.8226 -2.649 6.494 -5.405 0.29
Cl 11.5866 -18.5377 -20.5932 0.479 0.485 0.169 -0.17
Cl 15.9618 -12.1179 -21.4290 0.424 1.235 -1.255 -0.26
Cl 15.8033 -13.2463 -24.0121 0.161 -0.402 -0.170 -0.16
Cl 13.8180 -18.9827 -18.7164 -0.561 0.724 -0.447 -0.11
Cl 13.9639 -16.6729 -20.5162 -1.127 -3.231 -5.763 -0.15
F 17.9763 -16.3556 -21.1372 8.107 12.497 -9.134 -0.40
F 8.2108 -12.4877 -18.7168 -1.396 0.967 -0.784 -0.26
F 19.6695 -16.6865 -19.8307 3.348 2.749 0.830 -0.18
F 12.1405 -18.5460 -13.2903 0.354 0.021 0.037 -0.27
F 8.4270 -14.4726 -17.9700 -0.468 -0.084 0.641 -0.24
F 17.6249 -11.1547 -16.0236 0.336 -0.829 -0.817 -0.33
F 8.4335 -12.7539 -16.5791 -0.516 -0.285 0.187 -0.25
F 18.3993 -12.9069 -17.1853 0.859 0.204 0.046 -0.26
F 13.3584 -19.8035 -14.5626 -0.229 -0.167 -0.763 -0.21
F 16.4982 -12.1044 -17.6222 -0.500 0.532 -0.479 -0.17
F 19.0162 -14.6173 -20.2102 0.371 -1.934 -0.492 -0.31
F 14.0617 -19.2971 -12.6631 1.011 -0.005 1.689 -0.25
O 14.2449 -12.7879 -18.6189 -1.668 7.160 4.097 -0.03
O 20.7488 -14.6751 -22.2161 -1.344 -1.945 1.746 -0.16
O 16.2905 -15.7979 -16.7414 -0.312 1.182 -2.134 0.09
O 15.6000 -19.1667 -21.2154 -0.030 0.337 -1.960 -0.71
O 10.7994 -11.8823 -17.8299 -1.427 -2.897 -0.728 -0.58
O 20.2241 -16.8420 -22.6842 -0.608 1.323 1.564 -0.54
O 17.4961 -14.2137 -15.1976 0.008 0.786 0.275 -0.23
O 16.1242 -19.3490 -16.6126 -0.645 -1.498 0.093 -0.84
O 10.8853 -14.1265 -18.2706 -0.866 -0.428 -0.077 -0.30
O 15.5449 -13.0646 -15.2707 4.886 2.083 -0.231 -0.68
O 13.2354 -16.5398 -14.6585 1.151 -2.736 0.739 -0.48
O 15.2908 -17.5774 -14.5951 -4.425 -0.770 2.323 -0.47
N 17.3670 -18.9342 -19.8184 -0.479 -0.530 -1.877 0.70
N 17.9466 -18.0847 -16.2401 1.828 0.594 0.397 0.69
N 13.2543 -10.7487 -18.4273 -0.712 0.048 2.231 0.52
N 15.8581 -15.1802 -18.9140 0.369 -0.297 -0.216 1.04
C 13.7023 -10.2329 -19.6695 0.341 -0.311 -1.193 -0.42
C 8.7692 -13.2054 -17.7772 2.083 -0.270 -0.502 0.91
C 18.0899 -18.0103 -20.7345 -1.214 -9.613 3.494 -1.78
C 16.6941 -13.3394 -22.4836 -0.371 0.393 -0.418 0.07
C 21.7215 -14.5759 -23.2882 -1.454 -0.615 -1.345 -0.32
C 16.4117 -15.0395 -13.0681 0.798 1.805 0.772 -1.71
C 16.7066 -13.1972 -15.5990 -0.954 -3.545 1.842 0.31
C 13.5183 -12.0076 -17.9903 1.345 4.013 0.116 -0.09
C 19.1715 -15.8794 -20.7701 2.784 4.541 0.392 2.07
C 16.3962 -16.3227 -19.5784 0.559 0.039 3.099 -0.26
C 14.0742 -17.6042 -14.3156 2.750 3.326 -2.354 0.09
C 16.6434 -18.2743 -16.4221 -0.639 1.775 0.108 0.61
C 12.4972 -9.8095 -17.5549 -0.355 -0.401 -0.130 -0.91
C 12.2539 -14.1903 -18.6559 0.881 -0.464 -0.379 0.07
C 13.4030 -18.8260 -13.6680 -1.365 0.450 -1.140 0.77
C 22.5248 -13.3844 -23.0144 0.151 0.483 -0.080 -1.13
C 18.6341 -16.7555 -16.2224 0.302 -1.193 -0.869 -1.30
C 17.3357 -12.3526 -16.6469 0.648 1.538 0.537 1.06
C 15.3307 -14.1436 -19.7837 0.385 -2.170 -0.132 -2.06
C 18.0789 -19.3730 -18.6539 0.591 -0.202 -1.060 -1.48
C 16.2176 -19.4963 -20.2349 1.406 -0.978 1.547 -0.24
C 13.6431 -14.1902 -14.8562 -2.553 1.100 1.501 -2.34
C 20.0839 -15.8630 -21.9742 2.774 0.320 -3.706 -0.34
C 12.7603 -15.6025 -18.8027 -2.068 0.576 2.864 -0.55
C 10.2908 -12.9959 -17.9972 1.329 1.411 1.262 0.24
C 16.9546 -15.3536 -14.4389 -2.490 -0.056 1.650 0.18
C 13.7412 -15.4813 -15.5370 -0.048 -0.554 -0.586 1.78
C 15.8157 -15.0592 -17.5807 -0.389 2.074 -3.199 0.14
C 18.8076 -19.2298 -16.0509 0.801 0.425 0.755 -1.06
C 13.3520 -18.2995 -20.3173 -0.619 -1.036 -0.056 -0.21
H 15.8507 -20.3276 -19.6131 0.305 0.139 0.221 0.53
H 17.7177 -13.0084 -22.6589 -0.259 -0.101 -0.040 0.37
H 23.0543 -13.1689 -23.9424 0.593 0.003 0.305 0.39
H 18.7999 -16.4454 -15.1907 0.666 0.047 -0.895 0.37
H 14.0946 -13.3504 -15.3844 -2.313 -0.980 -0.460 0.51
H 18.5200 -20.1284 -16.5967 -0.187 0.243 0.690 0.37
H 17.4488 -19.9718 -17.9963 0.031 -0.001 -0.634 0.65
H 16.1523 -17.2899 -16.3752 -0.116 -2.085 -0.526 0.59
H 14.1206 -14.0474 -13.8867 -0.080 -0.750 -0.183 0.35
H 18.9918 -18.5098 -21.0884 0.207 -0.217 -0.063 0.31
H 22.2991 -15.4696 -23.5240 -0.245 -0.275 0.708 0.38
H 19.5879 -16.8105 -16.7473 0.324 -0.621 0.177 0.49
H 11.4406 -10.0741 -17.5135 0.325 0.046 -0.063 0.32
H 12.6963 -16.0733 -17.8217 -0.737 -0.492 -0.239 0.47
H 13.0572 -15.4571 -16.3853 -0.194 -0.148 0.517 -0.29
H 16.0717 -15.7683 -14.9253 1.186 0.604 0.116 -0.26
H 18.8705 -19.3746 -14.9724 0.240 -0.616 0.019 0.26
H 13.8804 -18.8475 -21.0974 -0.386 -0.161 0.530 0.72
H 23.1507 -13.5910 -22.1462 0.205 0.704 -0.128 0.31
H 17.3587 -16.1624 -20.0642 -4.301 0.935 5.548 0.46
H 15.3345 -14.0847 -17.4045 -0.197 -0.453 0.742 -0.54
H 19.7861 -18.9220 -16.4195 0.213 -0.282 0.128 0.39
H 15.6112 -14.3000 -13.0884 0.054 -0.311 -0.119 0.37
H 15.0786 -14.4720 -20.7920 0.256 -0.191 0.660 1.25
H 17.6585 -16.1801 -14.3425 -0.242 1.066 -0.041 0.20
H 12.3808 -13.6773 -19.6092 -0.430 0.205 -0.106 1.17
H 14.4323 -10.9522 -20.0406 -0.179 0.369 -0.244 -0.37
H 14.7072 -15.6521 -16.0122 -0.704 -0.694 1.275 -0.77
H 18.0913 -16.0401 -16.8402 0.171 -0.193 0.877 0.17
H 13.2164 -12.1706 -16.9442 -0.316 -0.064 -0.360 0.39
H 12.9404 -13.6730 -17.9856 -1.900 -1.527 0.345 -1.16
H 13.8243 -15.7309 -19.0015 -1.256 1.829 1.570 -0.29
H 16.0513 -15.9186 -12.5338 0.231 -0.097 -0.247 0.34
H 17.1805 -14.5273 -12.4895 0.197 -0.292 0.499 0.49
H 12.5871 -14.0281 -14.6404 -0.347 0.203 -0.074 0.49
H 12.8750 -9.8400 -16.5330 0.180 0.151 -0.100 0.35
H 21.1359 -14.3525 -24.1800 -0.184 -0.348 -0.173 0.29
H 17.5720 -17.6021 -21.6025 -1.583 -5.518 -0.148 0.49
H 14.4042 -13.8331 -19.3008 1.341 -2.326 -2.504 0.09
H 18.9691 -19.9010 -18.9957 0.193 -0.431 0.165 0.28
H 18.3417 -17.1122 -20.1705 -1.785 -9.635 3.566 0.01
H 12.8825 -10.1118 -20.3775 -0.183 -0.392 -0.169 0.35
H 15.6771 -16.5776 -20.3569 2.327 -0.587 0.566 0.80
H 14.1282 -9.2301 -19.6342 0.308 -0.109 0.621 0.41
H 12.2503 -16.1855 -19.5697 -0.840 0.680 1.052 0.58
H 12.5201 -8.7964 -17.9565 0.532 -0.120 0.025 0.36
H 16.4181 -17.0426 -18.7602 0.136 -0.693 -0.595 -1.21
H 16.0288 -13.3065 -19.7825 -0.539 -0.911 0.336 0.58
H 18.4297 -18.5269 -18.0629 -0.204 -0.069 -0.850 0.51
H 21.8143 -12.5644 -22.9109 0.351 0.220 0.584 0.29
```
Positions in Å, forces in eV/Å.

Output
* F_max: 0.340 Eh/bohr
* highest occupied orbital energy: -8.153 eV
* E: -170167.270 eV
* Kohn-Sham gap: 7.996 eV

---

# 2
Below is a structure of composition C30H50ClNOPRh in a non-equilibrium geometry, with properties calculated with ωB97M-V/def2-TZVPD.

Structure (XYZ):
```
85
Properties=species:S:1:pos:R:3:forces:R:3:lowdin_spin:R:1
Rh 2.9764 -2.0891 2.1554 -1.378 -2.031 0.649 1.66
Cl 2.3916 -2.2279 -0.0887 -0.541 -0.372 -1.229 0.09
P -0.8804 0.2289 -0.3979 -0.842 0.469 -0.031 0.03
O 3.8946 -0.4109 2.1007 1.213 3.414 0.118 0.17
N 4.9043 -0.5052 1.1596 -1.732 0.086 1.623 0.27
C -0.8621 -0.9603 -3.0516 -0.370 -0.192 -0.045 0.00
C 1.2863 0.8688 3.7561 1.022 0.273 1.521 0.13
C 0.1842 1.6221 0.2644 -0.166 0.054 -1.466 0.06
C -4.3092 1.6515 1.5210 0.194 0.112 -0.167 0.05
C 5.4923 -1.7078 1.1655 2.064 -2.021 -0.464 0.18
C 5.2423 0.5103 0.3406 1.061 0.910 -1.640 0.13
C -2.1915 -3.7838 -0.3389 0.090 -0.034 0.070 0.00
C 0.5512 0.8888 2.5255 -0.959 -0.462 -1.257 0.61
C 6.3030 0.3052 -0.5325 -1.365 0.657 1.057 0.06
C -0.5711 -2.0837 1.4466 0.342 0.154 0.688 0.02
C -1.7835 -4.2968 1.0445 0.038 0.007 -0.026 0.00
C -4.8610 1.5859 -0.9909 0.284 0.045 -0.034 0.06
C -0.5342 1.5685 -2.8909 -0.292 0.043 -0.128 0.08
C -2.5651 0.9956 -0.1841 0.336 -0.120 -0.153 0.04
C 1.4183 3.1783 1.8326 -0.486 0.197 -0.237 0.06
C 0.3007 2.0948 1.6796 0.455 -0.891 1.687 0.13
C -0.2689 -0.9420 -4.4700 0.086 0.182 0.074 0.00
C -5.3964 1.5259 0.4439 0.012 -0.184 0.067 0.01
C -3.0785 0.7707 1.2430 -0.301 -0.074 0.200 0.02
C 6.9806 -0.9197 -0.5058 1.634 0.144 -1.451 0.25
C -3.6486 0.6591 -1.2139 -0.327 -0.138 0.027 0.02
C 2.6264 2.7543 2.6662 0.263 -0.193 -0.620 0.01
C -0.4475 0.4063 -5.1750 -0.053 0.001 0.088 0.01
C -0.3513 0.2118 -2.1944 0.516 -0.171 0.442 0.00
C 2.2358 2.0938 3.9692 -0.424 -0.377 0.069 0.01
C 0.0495 1.5736 -4.3140 0.015 -0.267 0.100 0.02
C -0.5104 -3.6106 1.5526 -0.051 -0.166 -0.351 0.00
C -0.9448 -1.6061 0.0488 0.387 -0.163 -0.271 0.02
C -2.2755 -2.2524 -0.3785 -0.240 0.032 -0.308 0.01
C 6.5844 -1.9352 0.3474 -1.690 -0.706 1.577 0.07
H 1.1445 1.5230 -4.2439 -0.109 0.025 -0.016 0.00
H 0.8022 -1.1885 -4.4108 -0.177 0.086 0.027 0.00
H -4.5578 2.6176 -1.2255 0.006 -0.206 0.070 0.05
H -6.1375 2.3197 0.5836 0.006 -0.026 0.013 0.01
H -0.1204 -1.9691 -0.5890 -0.242 -0.054 0.102 0.00
H 1.1729 1.5266 -0.2174 -0.316 -0.149 0.289 0.00
H 1.8422 -0.0916 3.8409 -0.187 0.418 0.091 0.03
H 3.2455 2.0541 2.0927 -0.176 -0.078 0.088 0.00
H -2.2982 0.9918 1.9905 -0.197 -0.104 -0.211 0.01
H -5.6557 1.3240 -1.7011 0.068 0.006 0.104 0.01
H -1.5062 0.5565 -5.4324 0.100 -0.018 0.170 0.01
H -1.6103 1.7934 -2.9440 0.254 0.124 0.018 0.03
H -1.4802 -4.1483 -1.0968 -0.023 0.201 0.185 0.00
H -3.9585 -0.3895 -1.0999 -0.022 0.288 -0.060 0.00
H 3.1293 1.8067 4.5208 0.021 -0.201 -0.005 0.00
H 0.7285 0.0474 -2.0526 0.046 -0.039 -0.055 0.00
H -1.6264 -5.3785 0.9949 -0.029 0.028 0.071 0.00
H -3.2850 0.7769 -2.2464 -0.074 0.017 0.290 0.01
H -1.9628 -0.9089 -3.1186 0.309 0.001 -0.076 0.00
H 3.2693 3.6272 2.8341 -0.168 -0.027 0.110 0.00
H 7.0539 -2.9105 0.4025 0.071 0.128 -0.188 0.00
H 6.5898 1.1004 -1.2125 -0.077 -0.101 0.084 0.00
H 0.3633 -3.9451 0.9739 -0.215 0.020 0.038 0.00
H -0.3280 -3.8981 2.5972 0.003 0.128 -0.160 0.00
H -0.7436 -1.7333 -5.0627 0.091 0.050 0.111 0.00
H -0.0362 -0.0132 2.2732 0.453 0.877 0.270 0.03
H -0.6465 2.5600 2.0411 0.237 -0.143 -0.579 0.06
H 5.0485 -2.4277 1.8968 0.810 0.365 -0.607 0.03
H 7.8164 -1.0757 -1.1849 -0.131 0.016 0.141 0.02
H 4.6359 1.4139 0.3586 0.142 -0.361 0.135 0.02
H 0.5381 0.8978 4.5743 0.314 -0.301 0.141 0.05
H -0.6077 -1.9349 -2.6016 -0.116 0.409 -0.043 0.00
H -3.3633 -0.2855 1.3607 0.134 0.227 0.072 0.00
H -2.3769 2.0771 -0.2842 0.174 0.038 -0.064 0.06
H 1.7119 2.8090 4.6021 -0.100 0.232 0.038 0.00
H -5.9352 0.5814 0.5915 0.074 -0.017 -0.048 0.00
H 0.4462 -1.7228 1.6740 -0.441 -0.048 0.012 0.01
H -2.5729 -1.9611 -1.3920 0.122 0.019 0.234 0.00
H -0.0575 2.3753 -2.3156 -0.213 -0.146 -0.122 0.05
H -2.6088 -4.1315 1.7537 0.111 0.061 -0.111 0.00
H -0.3458 2.4587 -0.2077 0.064 0.176 -0.763 0.07
H 0.0932 0.3917 -6.1280 -0.038 0.023 0.075 0.00
H -1.2658 -1.7075 2.2139 0.057 0.084 -0.200 0.00
H 0.9295 4.0491 2.2905 0.244 -0.036 -0.064 0.02
H -3.9764 2.6980 1.5773 -0.033 -0.160 -0.025 0.05
H -3.0948 -1.9230 0.2819 0.320 -0.140 -0.108 0.00
H -3.1672 -4.1977 -0.6223 0.067 0.053 0.050 0.00
H -0.2054 2.5208 -4.8007 0.085 -0.038 0.118 0.02
H -4.7214 1.3861 2.5035 0.042 0.089 -0.141 0.01
H 1.7493 3.4954 0.8304 -0.133 -0.013 0.314 0.02
```
Positions in Å, forces in eV/Å.

Output
* 2S+1: 6
* F_max: 0.070 Eh/bohr
* net charge: -1
* highest occupied orbital energy (spin up / spin down): 0.217 / -4.387 eV
* E: -60271.762 eV
* Kohn-Sham gap (spin up / spin down): 2.248 / 6.733 eV